Entry w
This record from OMol25 describes an isolated molecule of C8H13P. The level of theory is ωB97M-V/def2-TZVPD.

Summary:
SMILES = C#CC(C)(C)/C(C)=P\C
LUMO level = 0.82 eV
HOMO energy = -8.5 eV

Last columns: bonded neighbours and bond lengths (Å).
CARTESIAN COORDINATES (ANGSTROEM)
1 P -2.26 -0.22 0.52  C7 1.634, C9 1.871
2 C 0.59 0.01 0.12  C3 1.465, C4 1.602, C6 1.571, C7 1.542
3 C 0.50 1.37 0.66  C2 1.465, C8 1.185
4 C 1.90 -0.65 0.77  C2 1.602, H13 1.039, H15 1.105, H17 1.069
5 C -0.57 -2.23 0.21  C7 1.489, H11 1.082, H12 1.108, H18 1.129
6 C 0.75 -0.01 -1.45  C2 1.571, H10 1.070, H19 1.137, H21 1.157
7 C -0.72 -0.76 0.34  P1 1.634, C2 1.542, C5 1.489
8 C 0.66 2.49 0.99  C3 1.185, H14 1.032
9 C -2.31 1.52 -0.16  P1 1.871, H16 1.101, H20 1.060, H22 1.015
10 H 1.07 -1.01 -1.68  C6 1.070
11 H -0.14 -2.36 -0.77  C5 1.082
12 H -1.54 -2.76 0.27  C5 1.108
13 H 1.67 -1.48 1.36  C4 1.039
14 H 0.97 3.47 1.15  C8 1.032
15 H 2.61 -1.12 0.07  C4 1.105
16 H -3.12 1.27 -0.86  C9 1.101
17 H 2.41 0.05 1.40  C4 1.069
18 H 0.02 -2.75 1.03  C5 1.129
19 H 1.61 0.68 -1.72  C6 1.137
20 H -1.43 1.77 -0.69  C9 1.060
21 H -0.10 0.47 -2.06  C6 1.157
22 H -2.56 2.25 0.50  C9 1.015

These are the natural (NBO) partial charges, in e, on atoms 1 to 2: 0.69, -0.20

Entry x
This record from OMol25 describes a cluster of 2 separate species, C8H13P in total. The level of theory is ωB97M-V/def2-TZVPD.

Summary:
SMILES = C#C/C=C(C)/C=C/C.P
LUMO level = 0.43 eV
HOMO energy = -8.3 eV

Last columns: bonded neighbours and bond lengths (Å).
CARTESIAN COORDINATES (ANGSTROEM)
1 P -4.18 0.53 -1.59  H12 1.406, H14 1.386, H22 1.397
2 C -2.16 0.07 2.99  C6 1.201, H13 1.063
3 C 1.84 0.79 -0.55  C7 1.323, C8 1.469, H11 1.075
4 C 0.03 0.19 1.63  C5 1.363, C6 1.388, H15 1.061
5 C 0.57 -0.78 0.85  C4 1.363, C7 1.485, C9 1.518
6 C -1.20 0.03 2.27  C2 1.201, C4 1.388
7 C 1.67 -0.45 -0.10  C3 1.323, C5 1.485, H20 1.144
8 C 2.91 1.26 -1.44  C3 1.469, H17 1.114, H18 1.115, H21 1.182
9 C -0.09 -2.15 0.74  C5 1.518, H10 1.095, H16 1.116, H19 1.124
10 H 0.34 -2.61 -0.16  C9 1.095
11 H 1.09 1.55 -0.48  C3 1.075
12 H -3.49 0.98 -2.73  P1 1.406
13 H -3.16 -0.12 3.31  C2 1.063
14 H -3.70 1.64 -0.92  P1 1.386
15 H 0.63 1.06 1.71  C4 1.061
16 H -1.20 -2.07 0.66  C9 1.116
17 H 3.27 0.42 -2.08  C8 1.114
18 H 3.89 1.60 -1.01  C8 1.115
19 H 0.11 -2.62 1.74  C9 1.124
20 H 2.40 -1.27 -0.39  C7 1.144
21 H 2.48 2.11 -2.14  C8 1.182
22 H -3.03 -0.06 -1.06  P1 1.397

These are the natural (NBO) partial charges, in e, on atoms 1 to 2: 0.02, -0.22

Pick entry w: it beats the second-best structure by 0.0166 hartree.